{
  "formula": "C9H18N2O4",
  "method": "wB97M-V/def2-TZVPD",
  "smiles": "CC(C)C[C@H](NC(=O)[C@@H](N)CO)C(=O)O",
  "e_homo_ev": -8.709,
  "species": ["C", "C", "C", "C", "C", "N", "C", "O", "C", "N", "C", "O", "C", "O", "O", "H", "H", "H", "H", "H", "H", "H", "H", "H", "H", "H", "H", "H", "H", "H", "H", "H", "H"],
  "xyz": [[4.20454, -1.18116, -0.18720], [3.08138, -0.18287, 0.01525], [3.26818, 1.07722, -0.64746], [1.69364, -0.71601, -0.36806], [0.57343, -0.49898, 0.65405], [-0.71741, -0.69476, -0.03331], [-1.81709, -0.80963, 0.67594], [-1.88418, -1.08665, 1.80739], [-3.13758, -0.70271, -0.11155], [-4.48866, -1.13433, 0.59662], [-3.27910, 0.70034, -0.80835], [-4.55753, 1.37327, -0.65843], [0.61826, 1.02164, 1.10573], [1.31671, 1.43883, 1.96756], [-0.42214, 1.89634, 0.72801], [4.28386, -1.36940, -1.21105], [3.87973, -2.15241, 0.31970], [5.22474, -0.93427, 0.18432], [2.97274, 0.17713, 1.04858], [4.14453, 1.61149, -0.25382], [2.28958, 1.61436, -0.83432], [3.58585, 0.90079, -1.71768], [1.16460, -0.04525, -1.11978], [1.83304, -1.86976, -0.62438], [0.31941, -1.06618, 1.58562], [-0.85707, -0.62232, -1.02137], [-3.16151, -1.51004, -0.91091], [-4.86616, -0.69700, 1.34972], [-5.21365, -1.56689, -0.05399], [-2.53924, 1.42161, -0.29426], [-2.79763, 0.57754, -1.67766], [-4.48978, 2.31861, -0.85714], [-0.22546, 2.71147, 1.35219]]
}

{
  "formula": "CH3N4O4",
  "method": "wB97M-V/def2-TZVPD",
  "charge": 1,
  "spin_multiplicity": 3,
  "s_squared": 2.0127,
  "e_homo_ev": [-14.572, -16.484],
  "species": ["C", "N", "N", "N", "N", "O", "O", "O", "O", "H", "H", "H"],
  "xyz": [[-2.19351, 1.03996, 0.50676], [-0.98938, 0.03645, 0.88541], [-3.20089, 1.41985, 1.46683], [-2.01764, 1.87165, -0.70308], [0.15861, -0.05210, 0.11741], [-4.25977, 0.94611, 1.59721], [-2.63743, 2.37364, 1.96735], [-2.72984, 2.80901, -0.82700], [-1.13370, 1.49796, -1.44655], [0.95995, 0.22982, 0.71772], [0.28193, -1.06724, -0.07809], [0.12260, 0.49729, -0.78888]]
}

{
  "formula": "C24H26BNO4",
  "method": "wB97M-V/def2-TZVPD",
  "e_homo_ev": -5.794,
  "species": ["C", "C", "C", "C", "C", "B", "O", "C", "C", "C", "C", "O", "C", "O", "O", "H", "H", "H", "H", "H", "H", "H", "H", "H", "H", "H", "H", "H", "H", "C", "N", "C", "C", "C", "C", "C", "C", "C", "C", "C", "C", "C", "C", "C", "H", "H", "H", "H", "H", "H", "H", "H", "H", "H", "H", "H"],
  "xyz": [[5.99784, -1.74722, 0.02821], [5.39928, -0.41317, -0.00638], [5.91921, 0.86397, -0.06494], [4.78766, 1.73685, -0.07414], [3.61484, 0.97208, -0.03256], [2.17973, 1.87083, -0.00043], [1.57983, 1.43522, 1.24703], [0.38237, 2.17171, 1.33550], [0.02142, 2.98163, 0.03185], [-1.48928, 3.39772, 0.09280], [0.31556, 2.20585, -1.29293], [1.51913, 1.48948, -1.24346], [1.15570, 4.03438, -0.03381], [2.40377, 3.34614, 0.01943], [3.99187, -0.32719, 0.00700], [7.08774, -1.61565, 0.04646], [5.76620, -2.30453, 0.95652], [5.80059, -2.32122, -0.89814], [7.00557, 1.08180, -0.08715], [4.82832, 2.80695, -0.10908], [-0.40832, 1.43562, 1.44354], [0.37664, 2.89102, 2.19954], [-1.84653, 3.96820, -0.80064], [-2.14326, 2.50503, 0.11996], [-1.73474, 4.03109, 0.96762], [-0.48587, 1.48080, -1.39039], [0.27475, 2.93983, -2.14147], [1.05524, 4.60248, -0.96695], [1.07934, 4.72133, 0.81067], [-3.52524, -3.79135, 0.02105], [-2.29194, -3.06111, -0.05529], [-2.00238, -2.43892, 1.18774], [-2.60862, -2.93346, 2.36397], [-2.75688, -2.11001, 3.47989], [-2.20235, -0.83746, 3.53914], [-1.54035, -0.37206, 2.43961], [-1.35467, -1.17701, 1.25375], [-1.00385, -0.52462, -0.00851], [-1.42699, -1.14794, -1.28150], [-1.98559, -2.45894, -1.29121], [-2.43944, -2.94668, -2.53264], [-2.64604, -2.08142, -3.60156], [-2.28341, -0.71306, -3.50315], [-1.65002, -0.25157, -2.37708], [-3.89659, -4.21501, -0.89278], [-3.33477, -4.64487, 0.67057], [-4.29239, -3.14375, 0.43095], [-3.05937, -3.92296, 2.40682], [-3.26356, -2.54551, 4.32240], [-2.22774, -0.23713, 4.43754], [-1.25981, 0.68220, 2.49368], [-1.72228, 0.35108, 0.04646], [-2.69876, -4.01366, -2.53696], [-2.99884, -2.50999, -4.53735], [-2.47717, -0.03847, -4.29282], [-1.48556, 0.84271, -2.34640]]
}

{
  "formula": "C5H12LaMgO3",
  "method": "wB97M-V/def2-TZVPD",
  "charge": 1,
  "e_homo_ev": [-9.542, -9.600],
  "species": ["O", "La", "C", "O", "C", "C", "C", "O", "C", "Mg", "H", "H", "H", "H", "H", "H", "H", "H", "H", "H", "H", "H"],
  "xyz": [[2.47923, 1.23054, 0.61460], [5.15633, 1.03414, -0.10062], [-1.91306, 2.18698, -1.29327], [-1.00954, 1.46088, -0.49164], [-1.55541, 0.77696, 0.67882], [-0.42965, -0.00660, 1.29398], [-0.26292, -1.38320, 0.71045], [0.71653, -1.26560, -0.36737], [1.34770, -2.44615, -0.81011], [0.91642, 0.77825, -0.42667], [-1.31557, 2.72969, -2.03437], [-2.60182, 1.49166, -1.79710], [-2.48262, 2.90043, -0.67850], [-2.39881, 0.17002, 0.29977], [-1.95335, 1.54825, 1.35524], [-0.46220, -0.00127, 2.38620], [2.23349, 0.99570, 1.67023], [-1.14857, -1.85536, 0.24620], [0.11554, -2.08343, 1.47006], [2.35548, -2.17186, -1.14622], [1.50097, -3.17732, -0.00192], [0.71185, -2.91275, -1.57779]]
}

{
  "formula": "C4H11N3",
  "method": "wB97M-V/def2-TZVPD",
  "e_homo_ev": -7.106,
  "species": ["C", "C", "N", "C", "C", "N", "N", "H", "H", "H", "H", "H", "H", "H", "H", "H", "H", "H"],
  "xyz": [[0.07727, 1.67045, -0.89777], [1.62384, 0.57574, 1.63846], [-0.94884, -1.09511, -1.25561], [0.46841, -0.54039, 0.52208], [0.11206, 0.33255, -0.30560], [-2.33630, -0.88299, -1.16298], [0.32631, -1.78324, 1.05094], [-0.68769, -0.89539, -2.21955], [-2.61698, 0.08582, -1.33579], [-2.63952, -1.13726, -0.22952], [1.16894, -2.16329, 1.45962], [-0.13182, -2.39847, 0.38552], [-0.31500, 2.41593, -0.20124], [1.06025, 1.99377, -1.24289], [1.53548, 1.64941, 1.51295], [1.29064, 0.28830, 2.63025], [2.62237, 0.21861, 1.40075], [-0.60943, 1.66555, -1.74961]]
}

Energy above the lowest of the compared OMol25 structures with the same formula, charge and spin for every record listed, in sequence, given in kcal/mol: 116.7 0.0 52.0 36.9 146.6.
E for every record listed, in sequence, given in eV: -20792.101 -15215.762 -35661.629 -17816.752 -8791.261.
M for every record listed, in sequence, given in g mol⁻¹: 218.25 135.06 403.29 283.36 101.15.